(1)
Computed, not measured: a molecular structure, C5H7NO, with ωB97M-V/def2-TZVPD.

Structure (XYZ):
```
14
Properties=species:S:1:pos:R:3:forces:R:3
C -0.575 0.361 2.239 0.1 0.3 -0.4
C -1.051 0.782 -0.156 3.7 -3.5 -2.8
C -1.339 -0.744 -0.185 -1.8 -1.6 -3.8
C -0.192 0.401 0.945 3.9 3.7 1.9
C 1.286 0.015 0.590 -2.7 2.3 1.2
N -0.912 0.207 3.336 -0.5 -0.2 1.5
O -0.747 -1.679 -1.025 0.0 0.9 -0.3
H -0.395 1.169 -1.063 -1.2 -1.2 1.6
H -1.822 1.437 -0.157 -2.7 1.6 1.0
H -1.860 -1.299 0.562 -0.3 0.4 0.6
H 1.482 0.554 -0.325 0.4 -1.1 -0.8
H 1.239 -1.018 0.782 1.1 -1.6 -0.9
H 1.906 0.511 1.305 0.5 0.0 0.8
H -0.194 -1.286 -1.723 -0.4 0.1 0.4
```
Positions in Å, forces in eV/Å.

Values from the calculation:
HOMO level (alpha / beta) ... -5.664 / -11.261 eV
Calculated total energy ... -324.49734 hartree
Multiplicity ... 3
HOMO-LUMO gap (alpha / beta) ... 6.268 / 9.861 eV
Energy relative to the best compared isomer or geometry (same formula, charge and spin) ... 31.7 kcal per mole

***

(2)
Computed, not measured: a single C5H7NO molecule, with ωB97M-V/def2-TZVPD.

Structure (XYZ):
```
14
Properties=species:S:1:pos:R:3:forces:R:3
C 1.681 0.559 0.011 2.4 6.7 -0.6
C 0.337 1.148 -0.421 0.9 -2.3 -1.9
C 0.558 -1.319 -0.111 -0.5 -0.9 1.0
C -1.758 -0.047 0.649 -1.4 -0.8 -0.7
C -0.575 -0.085 -0.160 2.4 -0.9 0.3
N 1.756 -0.671 0.245 -2.1 -3.4 -0.1
O -1.778 -0.326 -0.818 0.5 0.7 0.6
H 2.466 1.175 0.421 0.0 0.6 0.1
H 0.140 1.988 0.153 -0.8 1.6 1.2
H 0.366 1.497 -1.504 -0.3 -0.7 1.0
H 0.571 -2.183 0.558 -1.6 -0.1 0.0
H 0.622 -1.662 -1.110 -0.1 -0.6 -1.3
H -2.129 -0.935 1.133 0.3 -0.1 0.6
H -2.258 0.861 0.955 0.2 0.3 -0.1
```
Positions in Å, forces in eV/Å.

Values from the calculation:
HOMO level (alpha / beta) ... -5.100 / -9.892 eV
Calculated total energy ... -324.45495 hartree
Multiplicity ... 3
HOMO-LUMO gap (alpha / beta) ... 6.084 / 7.349 eV
Energy relative to the best compared isomer or geometry (same formula, charge and spin) ... 58.3 kcal per mole